Density functional theory data (ωB97M-V with the def2-TZVPD basis set) for C4H7F as an isolated structure in a non-equilibrium geometry.

Element x y z (Å)
C: -1.570 0.035 0.250
C: -0.276 -0.888 -0.078
C: 1.073 -0.265 0.289
C: 1.522 1.070 -0.049
H: -0.883 1.191 -0.272
H: -1.712 0.152 1.607
H: -2.613 -0.297 -0.877
H: -0.399 -1.045 -1.336
H: -0.383 -2.222 0.387
H: 2.523 1.397 0.155
H: 0.642 1.883 -0.174
F: 2.076 -1.012 0.098

* HOMO: -8.98 eV
* total energy: -6970.83273 eV
* total charge: 0
* relative energy (zero: lowest compared OMol25 entry of this formula, charge and spin): 7.360 eV
* HOMO-LUMO gap: 9.2054 eV


Density functional theory data (ωB97M-V with the def2-TZVPD basis set) for an isolated ion of composition C4H11N2Se and charge +1 in a non-equilibrium geometry.

Element x y z (Å)
C: 0.508 2.355 0.025
C: -1.318 -0.012 -0.854
C: 0.506 -1.357 0.223
C: -0.812 -0.874 0.284
N: 0.959 -2.473 0.920
N: 0.337 -0.131 0.935
Se: 0.140 1.125 -1.400
H: 1.336 1.970 0.598
H: -0.226 2.362 0.772
H: -1.578 -0.524 -1.889
H: -2.296 0.529 -0.748
H: 0.928 -1.112 -0.836
H: -1.632 -1.257 0.796
H: 1.805 -2.360 1.274
H: 0.713 -3.423 0.751
H: 0.593 -0.024 1.907
H: -0.634 1.969 -2.295
H: 0.669 3.237 -0.463

* HOMO: -13.05 eV
* total energy: -72642.67406 eV
* total charge: +1
* relative energy (zero: lowest compared OMol25 entry of this formula, charge and spin): 2.626 eV
* HOMO-LUMO gap: 9.9770 eV


Density functional theory data (ωB97M-V with the def2-TZVPD basis set) for one molecule with the formula C8H16BFO2 in a non-equilibrium geometry.

Element x y z (Å)
B: -2.135 1.296 -0.140
C: 0.178 1.172 -0.362
C: 0.110 -0.308 0.191
C: 1.453 1.849 0.163
C: 0.137 1.306 -1.852
C: -0.030 -0.146 1.647
C: 1.245 -1.146 -0.298
C: -3.192 -1.154 -0.939
C: -2.181 -0.372 -0.213
O: -0.992 1.947 0.160
O: -0.974 -1.115 -0.392
F: -2.417 -0.198 1.181
H: 1.167 2.943 0.387
H: 2.229 1.931 -0.586
H: 1.851 1.376 1.073
H: 1.004 1.770 -2.214
H: -0.728 2.090 -1.914
H: -0.137 0.532 -2.539
H: -0.586 0.670 1.929
H: 0.975 0.004 2.015
H: -0.411 -0.974 2.219
H: 0.898 -2.174 -0.203
H: 2.271 -0.945 0.160
H: 1.266 -0.907 -1.384
H: -4.103 -0.944 -0.350
H: -3.157 -1.004 -2.045
H: -2.838 -2.171 -0.810
H: -3.238 1.835 -0.036

* HOMO: -9.73 eV
* total energy: -16043.35283 eV
* total charge: 0
* SMILES string: CC1(C)OB[C@](C)(F)OC1(C)C
* relative energy (zero: lowest compared OMol25 entry of this formula, charge and spin): 0.000 eV
* HOMO-LUMO gap: 10.4497 eV


Density functional theory data (ωB97M-V with the def2-TZVPD basis set) for a 2-piece molecular cluster, C5H10O overall in a non-equilibrium geometry.

Element x y z (Å)
C: -2.056 -0.819 -0.266
C: -0.686 -0.528 0.343
C: 0.038 0.750 -0.061
C: 1.815 0.288 0.955
C: 0.833 0.822 -1.310
O: 1.890 0.236 -1.407
H: -1.989 -0.936 -1.352
H: -2.463 -1.751 0.146
H: -2.778 -0.023 -0.053
H: -0.793 -0.480 1.437
H: 0.010 -1.341 0.133
H: -0.733 1.595 -0.050
H: 2.483 -0.567 0.648
H: 2.445 1.181 0.969
H: 1.313 0.042 1.867
H: 0.510 1.498 -2.121

* HOMO: -9.38 eV
* total energy: -7391.22743 eV
* total charge: 0
* relative energy (zero: lowest compared OMol25 entry of this formula, charge and spin): 3.538 eV
* HOMO-LUMO gap: 9.7661 eV


Density functional theory data (ωB97M-V with the def2-TZVPD basis set) for C31H28ClEuN6O6S as an isolated structure in a non-equilibrium geometry.

Element x y z (Å)
Eu: -1.116 -0.967 -0.078
O: 0.876 1.261 3.441
C: 0.219 1.001 2.405
O: -0.409 -0.101 2.118
C: 0.041 2.044 1.367
C: 0.294 3.403 1.566
C: 0.082 4.247 0.485
C: -0.392 3.742 -0.732
C: -0.752 2.428 -0.821
N: -0.456 1.608 0.211
H: 0.698 3.781 2.520
H: 0.242 5.325 0.498
H: -0.504 4.446 -1.582
H: -1.308 2.019 -1.651
N: -5.966 0.252 0.349
C: -5.776 1.641 0.599
C: -6.589 2.771 0.642
C: -5.913 3.986 0.837
C: -4.533 4.135 0.908
C: -3.724 2.996 0.905
C: -4.343 1.752 0.675
N: -3.747 0.520 0.582
C: -4.774 -0.335 0.385
C: -4.568 -1.704 -0.012
C: -5.663 -2.510 -0.286
S: -5.223 -3.945 -1.121
C: -3.594 -3.392 -1.094
N: -3.348 -2.271 -0.393
H: -6.893 -0.138 0.234
H: -7.672 2.667 0.584
H: -6.530 4.873 0.883
H: -4.111 5.149 1.081
H: -2.664 3.129 1.047
H: -6.730 -2.254 -0.183
H: -2.850 -3.912 -1.654
C: 5.432 -0.782 3.029
C: 4.218 -0.207 2.316
C: 4.495 -0.058 0.844
C: 5.655 0.663 0.519
C: 5.842 1.124 -0.753
C: 4.834 1.019 -1.705
C: 3.657 0.301 -1.482
C: 2.644 0.157 -2.558
C: 3.056 -0.894 -3.582
C: 3.563 -0.379 -0.216
N: 2.533 -1.254 -0.118
C: 2.511 -2.281 0.662
C: 1.437 -3.229 0.824
C: 1.572 -4.552 1.258
C: 0.270 -5.097 1.099
C: -0.566 -4.097 0.596
N: 0.124 -2.922 0.480
H: 5.175 -1.341 3.951
H: 6.071 0.096 3.270
H: 5.995 -1.434 2.388
H: 4.033 0.725 2.817
H: 3.267 -0.722 2.520
H: 6.407 0.901 1.278
H: 6.810 1.591 -1.067
H: 5.040 1.507 -2.663
H: 1.594 0.022 -2.227
H: 2.565 1.175 -3.025
H: 4.149 -0.760 -3.800
H: 2.435 -0.792 -4.481
H: 2.856 -1.912 -3.157
H: 3.390 -2.521 1.283
H: 2.423 -4.984 1.738
H: -0.061 -6.146 1.254
H: -1.591 -4.105 0.306
O: 0.080 -0.752 -4.318
Cl: -0.789 -1.288 -3.305
O: -0.127 -2.287 -2.394
O: -2.020 -1.935 -3.923
O: -1.283 -0.198 -2.371

* HOMO (spin up / spin down): -6.88 / -6.88 eV
* total energy: -96507.74423 eV
* spin multiplicity: 7
* total charge: 0
* HOMO-LUMO gap (spin up / spin down): 4.7591 / 5.7639 eV


Density functional theory data (ωB97M-V with the def2-TZVPD basis set) for a 2-piece molecular cluster, C3H7NO overall in a non-equilibrium geometry.

Element x y z (Å)
C: 1.477 -0.415 0.261
C: 1.751 0.389 -0.746
C: -0.814 1.070 0.978
N: -1.894 -0.776 -0.282
O: -1.213 0.648 -0.066
H: 0.674 -1.058 0.248
H: 2.120 -0.473 1.232
H: 2.567 1.102 -0.806
H: 1.085 0.479 -1.605
H: -0.879 0.380 1.925
H: -1.987 -0.870 -1.295
H: -2.888 -0.475 0.155

* HOMO (spin up / spin down): -6.01 / -9.75 eV
* total energy: -6753.45667 eV
* spin multiplicity: 3
* total charge: 0
* relative energy (zero: lowest compared OMol25 entry of this formula, charge and spin): 3.846 eV
* HOMO-LUMO gap (spin up / spin down): 6.8153 / 8.7747 eV


- Number 3 is which compound?
  C8H16BFO2


- What is the total charge in the first record?
  0